Molecular formula: C22H13BrF3N3ORuS
Method: DFT, ωB97M-V/def2-TZVPD

2S+1: 2
Total charge: +1
Orbital gap (alpha / beta) in eV: 5.81 / 5.67
<S²>: 0.763

Each line ends with the Mulliken spin population.
Cartesian coordinates (Å):
Ru: 1.03 0.81 -1.57  0.9035
Br: -4.33 3.83 2.50  0.0020
C: -2.79 3.54 1.45  0.0194
C: -2.47 4.43 0.41  -0.0076
C: -1.38 4.19 -0.38  0.0233
C: -0.57 3.02 -0.22  -0.0050
O: 0.33 2.77 -1.07  0.0851
C: -0.85 2.16 0.93  0.0106
C: -0.07 1.03 1.30  -0.0110
N: 0.98 0.60 0.68  -0.0102
C: 1.76 -0.49 1.04  0.0204
C: 1.60 -1.28 2.17  0.0211
C: 2.43 -2.38 2.40  -0.0097
C: 3.43 -2.71 1.53  0.0183
C: 3.65 -1.93 0.37  -0.0155
C: 4.65 -2.22 -0.59  0.0266
C: 4.80 -1.41 -1.68  -0.0154
C: 3.93 -0.33 -1.85  0.0295
N: 2.97 -0.06 -0.99  -0.0288
C: 2.81 -0.82 0.12  -0.0401
C: -1.98 2.45 1.71  -0.0141
H: -3.09 5.30 0.24  -0.0005
H: -1.11 4.86 -1.18  -0.0008
H: -0.41 0.51 2.20  -0.0003
H: 0.82 -1.07 2.89  0.0001
H: 2.27 -2.98 3.29  -0.0004
H: 4.07 -3.56 1.71  0.0005
H: 5.27 -3.09 -0.44  0.0004
H: 5.58 -1.59 -2.41  -0.0005
H: 4.03 0.35 -2.69  -0.0018
H: -2.23 1.80 2.54  0.0000
F: -1.31 -3.21 0.38  -0.0003
C: -2.21 -3.10 -0.62  0.0029
F: -1.75 -3.83 -1.64  0.0001
F: -3.33 -3.68 -0.20  0.0000
C: -2.41 -1.65 -0.98  0.0011
C: -3.61 -0.99 -0.73  0.0010
C: -3.70 0.36 -1.03  0.0000
C: -2.58 1.02 -1.53  0.0024
N: -1.43 0.40 -1.74  0.0250
C: -1.33 -0.92 -1.50  -0.0110
S: 0.22 -1.58 -1.87  -0.0221
H: -4.44 -1.52 -0.30  0.0001
H: -4.63 0.90 -0.88  0.0000
H: -2.61 2.07 -1.78  0.0019

=====

Molecular formula: C21H45HfN2P3SSe
Method: DFT, ωB97M-V/def2-TZVPD

2S+1: 1
Total charge: +4
Orbital gap (alpha / beta) in eV: 2.83 / 2.83

Each line ends with the Mulliken charge.
Cartesian coordinates (Å):
Hf: -0.31 0.07 -0.53  -0.6136
P: 0.94 -0.93 1.56  0.7988
P: -2.65 0.58 0.71  0.9544
P: 0.48 2.33 0.66  1.2491
H: 0.94 0.06 -3.29  0.5552
C: 1.19 0.53 -2.33  -1.0994
C: 1.92 -0.27 -1.34  -0.6923
H: 2.04 -1.32 -1.65  0.4653
C: 1.24 -2.74 1.55  -1.3081
C: 0.17 -0.80 3.23  -1.2356
C: 2.68 -0.41 1.91  -1.2498
C: -3.93 1.49 -0.25  -1.4536
C: -3.62 -0.94 1.07  -1.2225
C: -2.83 1.44 2.33  -1.3652
C: 2.21 2.78 0.21  -1.3932
C: 0.53 2.70 2.46  -1.3565
C: -0.44 3.80 0.08  -0.9260
H: 1.30 1.60 -2.51  0.6961
H: 2.84 0.08 -0.87  0.5206
H: 1.79 -3.02 0.65  0.3797
H: 0.29 -3.28 1.59  0.2285
H: 1.84 -3.04 2.42  0.6283
H: -0.85 -1.20 3.18  0.3527
H: 0.12 0.24 3.56  0.3319
H: 0.74 -1.38 3.98  0.5602
H: 3.29 -0.57 1.01  0.3857
H: 3.11 -0.99 2.73  0.5599
H: 2.73 0.65 2.17  0.3040
H: -4.88 1.36 0.29  0.5714
H: -4.02 1.07 -1.26  0.4257
H: -3.70 2.56 -0.34  0.3583
H: -4.60 -0.67 1.48  0.5595
H: -3.09 -1.56 1.81  0.3313
H: -3.77 -1.51 0.14  0.3729
H: -3.90 1.41 2.60  0.5810
H: -2.52 2.49 2.26  0.3929
H: -2.27 0.92 3.12  0.3768
H: 2.38 3.83 0.48  0.5286
H: 2.38 2.65 -0.87  0.3593
H: 2.92 2.15 0.76  0.3398
H: 0.84 3.75 2.59  0.5257
H: 1.26 2.06 2.97  0.4625
H: -0.46 2.57 2.92  0.2905
H: 0.17 4.70 0.28  0.5419
H: -1.40 3.88 0.61  0.3296
H: -0.64 3.71 -1.01  0.1601
C: -0.79 2.86 -4.63  1.0229
C: 0.42 2.39 -5.20  0.1482
C: 0.81 2.83 -6.48  -0.7728
C: 0.03 3.77 -7.20  -0.4938
C: -1.18 4.25 -6.63  -0.6710
C: -1.58 3.81 -5.35  -0.6834
Se: -1.57 2.29 -2.88  0.2764
H: -0.73 1.03 -2.26  0.1345
H: 1.04 1.67 -4.65  0.2136
H: 1.72 2.45 -6.94  0.4050
H: 0.34 4.12 -8.19  0.4147
H: -1.82 4.96 -7.18  0.3943
H: -2.53 4.18 -4.92  0.2744
S: -1.49 -1.94 -1.55  -0.3966
C: -1.02 -3.52 -0.91  0.3482
N: 0.10 -4.15 -1.31  0.0437
C: 0.54 -5.46 -0.74  -0.4898
C: -0.66 -6.26 -0.33  -0.7018
C: -1.54 -5.45 0.58  -0.5392
N: -1.82 -4.14 -0.03  0.0116
H: 0.79 -3.59 -1.82  0.2475
H: 1.17 -5.27 0.14  0.2492
H: 1.16 -5.99 -1.49  0.4365
H: -0.36 -7.17 0.18  0.3819
H: -1.20 -6.55 -1.22  0.3326
H: -1.03 -5.31 1.56  0.3087
H: -2.51 -5.92 0.76  0.4353
H: -2.59 -3.57 0.32  0.1067

=====

Molecular formula: C19H46FIN4O12PS5
Method: DFT, ωB97M-V/def2-TZVPD

2S+1: 1
Total charge: +1
Orbital gap in eV: 8.91

Each line ends with the Mulliken charge.
Cartesian coordinates (Å):
F: 2.97 0.46 -2.65  -0.3067
C: 3.71 0.51 -1.49  -0.0731
C: 4.98 1.36 -1.72  -0.6568
C: 5.33 2.15 -0.52  0.3613
N: 6.34 1.96 0.30  -0.5502
C: 6.23 2.90 1.24  0.3360
N: 7.08 3.04 2.27  -0.1715
P: 8.48 2.06 2.52  0.1763
S: 9.82 2.95 3.55  -0.3104
N: 5.16 3.68 1.04  0.3389
C: 4.63 4.79 1.81  -0.8139
C: 4.15 4.38 3.21  -0.5787
C: 4.58 5.36 4.31  -1.1049
I: 2.95 6.50 5.06  0.0902
N: 4.60 3.19 -0.11  -0.3033
H: 3.98 -0.49 -1.16  0.1914
H: 3.09 0.95 -0.71  0.3305
H: 4.81 2.04 -2.56  0.3454
H: 5.83 0.72 -1.96  0.3391
H: 6.91 3.76 2.96  0.2558
H: 8.81 1.72 1.21  0.1201
H: 7.92 0.91 3.08  0.0911
H: 3.78 5.17 1.23  0.3636
H: 5.37 5.58 1.84  0.4169
H: 4.54 3.39 3.44  0.3205
H: 3.07 4.28 3.18  0.5858
H: 5.02 4.84 5.15  0.4584
H: 5.28 6.09 3.93  0.4471
H: 3.75 3.58 -0.50  0.3230
O: -1.57 2.04 -2.09  -0.6687
S: -2.11 0.87 -1.46  1.2391
O: -1.67 0.52 -0.15  -0.6479
O: -1.89 -0.37 -2.44  -0.1372
C: -0.54 -0.59 -2.91  -0.6907
C: 0.36 -1.17 -1.85  -0.7252
C: -3.86 0.90 -1.51  -0.8091
H: -0.15 0.35 -3.30  0.3034
H: -0.65 -1.28 -3.75  0.3232
H: 0.50 -0.47 -1.03  0.2496
H: 1.34 -1.39 -2.27  0.3495
H: -0.05 -2.09 -1.43  0.3060
H: -4.18 1.14 -2.52  0.3401
H: -4.19 1.67 -0.82  0.3829
H: -4.23 -0.07 -1.20  0.1884
O: -5.76 -3.30 -5.12  -0.6463
S: -5.76 -4.40 -4.21  1.2532
O: -6.55 -4.33 -3.02  -0.6133
O: -4.25 -4.73 -3.82  -0.2903
C: -3.44 -3.63 -3.35  -0.3982
C: -3.77 -3.22 -1.93  -0.8346
C: -6.11 -5.90 -5.06  -0.9373
H: -3.55 -2.80 -4.04  0.3422
H: -2.42 -4.00 -3.42  0.2526
H: -4.77 -2.81 -1.85  0.2950
H: -3.06 -2.47 -1.60  0.2485
H: -3.71 -4.08 -1.25  0.3049
H: -5.49 -5.95 -5.95  0.3167
H: -7.17 -5.86 -5.33  0.3740
H: -5.93 -6.73 -4.39  0.3170
O: 1.76 -4.13 1.74  -0.6591
S: 3.02 -3.48 1.57  1.1877
O: 3.24 -2.69 0.39  -0.5155
O: 4.19 -4.53 1.73  -0.2860
C: 4.10 -5.76 0.95  -0.3692
C: 4.43 -5.55 -0.51  -0.9319
C: 3.40 -2.51 2.98  -0.9968
H: 3.11 -6.19 1.09  0.3436
H: 4.83 -6.41 1.42  0.2759
H: 3.68 -4.93 -1.01  0.2623
H: 4.46 -6.52 -1.01  0.3900
H: 5.40 -5.07 -0.63  0.2576
H: 3.25 -3.11 3.87  0.3567
H: 2.71 -1.67 2.98  0.3741
H: 4.43 -2.16 2.91  0.3058
O: -6.41 2.75 0.12  -0.5254
S: -7.45 3.41 0.86  1.1200
O: -7.11 4.54 1.66  -0.6121
O: -8.21 2.33 1.73  -0.2779
C: -7.43 1.47 2.59  -0.2948
C: -6.93 2.18 3.83  -0.9927
C: -8.78 3.82 -0.21  -0.9592
H: -6.61 1.05 2.01  0.2865
H: -8.11 0.67 2.85  0.2719
H: -6.21 2.96 3.59  0.3043
H: -6.45 1.46 4.49  0.3833
H: -7.76 2.64 4.37  0.2705
H: -9.04 2.95 -0.81  0.3161
H: -8.42 4.63 -0.85  0.3659
H: -9.62 4.16 0.39  0.3387

=====

Listing strongest force on any atom for the structures above in their given order: 0.086; 0.109; 0.017 hartree/bohr.
Listing molar mass for the structures above in their given order: 605.40; 708.04; 859.80 g mol⁻¹.